Record 1
{
  "formula": "C5H8FN",
  "method": "ωB97M-V/def2-TZVPD",
  "homo_lumo_gap_ha": 0.3545,
  "mol_weight_da": 101.124,
  "multiplicity": 1,
  "symbols": ["F", "C", "C", "C", "N", "C", "C", "H", "H", "H", "H", "H", "H", "H", "H"],
  "xyz": [[-0.9929, -1.1867, -1.1460], [-0.7804, -0.6225, 0.1137], [0.5870, -0.9475, 0.6231], [1.4819, -0.1459, -0.3876], [0.5729, 0.8138, -1.0369], [-0.5102, 0.8519, -0.0095], [-1.9012, 0.4118, 0.0659], [0.8860, -2.0262, 0.7252], [0.6152, -0.5808, 1.6166], [1.9484, -0.8252, -1.0752], [2.2253, 0.3470, 0.3143], [0.9437, 1.7598, -0.9457], [-0.1503, 1.2870, 0.9438], [-2.5833, 0.0536, -0.7684], [-2.3422, 0.8100, 0.9665]],
  "forces_ev_per_angstrom": [[1.09, -0.70, -0.43], [-0.86, -0.10, 0.25], [0.00, -2.37, -0.12], [0.64, 0.17, 2.25], [-1.01, 1.67, 0.98], [1.31, 0.61, -2.12], [-1.63, -0.72, 0.44], [-0.44, 0.77, -0.48], [0.39, 0.54, 0.95], [0.39, 0.00, -0.45], [-0.27, -0.35, -1.28], [0.44, -0.34, -0.68], [-0.50, -0.24, -0.51], [0.92, 1.18, 1.22], [-0.49, -0.12, -0.02]],
  "nbo_charge": [-0.3719, 0.2741, -0.4245, -0.2407, -0.5908, -0.1118, -0.3918, 0.2188, 0.2141, 0.2063, 0.1772, 0.3602, 0.1802, 0.2740, 0.2266]
}

---

Record 2
{
  "formula": "C5H8FN",
  "method": "ωB97M-V/def2-TZVPD",
  "homo_lumo_gap_ha": 0.4464,
  "mol_weight_da": 101.124,
  "multiplicity": 1,
  "symbols": ["C", "C", "C", "F", "C", "C", "N", "H", "H", "H", "H", "H", "H", "H", "H"],
  "xyz": [[0.8331, -1.0341, 0.7508], [0.0072, -0.5295, -0.4406], [-1.4522, 0.0274, 0.1592], [-0.3248, -1.5821, -1.2168], [0.6279, 0.4814, -1.3779], [1.8300, -0.1030, -1.8758], [2.7783, -0.4765, -2.3722], [1.5078, -0.3084, 1.2368], [0.3335, -1.5941, 1.5811], [1.5747, -1.6831, 0.4062], [-2.1579, 0.2266, -0.6384], [-1.8134, -0.7425, 0.7746], [-1.4416, 1.0008, 0.8178], [-0.1611, 0.6028, -2.2160], [0.7871, 1.4701, -0.8863]],
  "forces_ev_per_angstrom": [[0.32, 0.66, 0.99], [-3.07, 1.93, 3.39], [2.27, 2.00, -0.25], [-0.34, -1.42, -0.73], [-1.97, 0.78, -0.01], [-0.28, 1.08, -0.50], [1.57, -0.85, -0.54], [-0.83, 0.48, -0.20], [-0.24, 0.69, -1.02], [1.05, -1.49, -1.00], [0.01, -0.12, -0.33], [-0.59, -1.09, 0.75], [0.56, -1.81, -1.28], [1.51, -0.03, 1.13], [0.03, -0.80, -0.40]],
  "nbo_charge": [-0.6738, 0.3896, -0.6355, -0.3567, -0.5570, 0.2762, -0.3013, 0.2268, 0.2309, 0.2326, 0.2116, 0.2134, 0.2115, 0.2679, 0.2638]
}

---

Record 3
{
  "formula": "C5H8FNO",
  "method": "ωB97M-V/def2-TZVPD",
  "homo_lumo_gap_ha": 0.3554,
  "mol_weight_da": 117.123,
  "multiplicity": 1,
  "symbols": ["O", "C", "C", "N", "C", "C", "F", "C", "H", "H", "H", "H", "H", "H", "H", "H"],
  "xyz": [[0.6512, 1.5354, -1.1815], [0.1311, 1.5481, 0.1319], [0.6504, 0.5762, 1.0324], [1.3112, -0.5137, 0.2854], [0.3169, -1.7024, 0.2365], [-0.9932, -0.9025, 0.2029], [-1.3402, -0.6635, -1.2477], [-0.8179, 0.4030, 0.7146], [1.2124, 0.6268, -1.1730], [-0.1608, 2.5222, 0.5268], [0.8025, 0.7557, 2.1618], [2.2100, -0.7615, 0.8496], [0.6613, -2.3011, -0.5436], [0.5616, -2.4547, 1.0386], [-1.7508, -1.6351, 0.5460], [-1.5870, 0.9982, 1.3675]],
  "forces_ev_per_angstrom": [[0.83, -1.91, 1.30], [-0.32, 0.12, -2.49], [0.43, -1.33, 3.62], [1.79, -1.11, 2.64], [2.45, 2.23, 1.76], [-1.17, -3.32, -3.77], [0.26, -1.13, 1.35], [-0.92, 4.04, 2.62], [-1.58, 2.49, 0.00], [0.10, -0.23, -0.48], [0.71, -0.25, -1.99], [-2.08, 0.42, -1.59], [-0.51, -0.56, -2.33], [-1.15, 1.23, 0.35], [-0.25, 1.25, 0.12], [1.41, -1.94, -1.10]],
  "nbo_charge": [-0.7040, 0.1445, -0.1099, -0.6567, -0.2514, 0.1602, -0.4125, -0.3455, 0.4998, 0.2052, 0.2063, 0.3897, 0.2233, 0.1963, 0.2111, 0.2436]
}

---

Record 4
{
  "formula": "C5H8FNO2",
  "method": "ωB97M-V/def2-TZVPD",
  "homo_lumo_gap_ha": 0.3498,
  "mol_weight_da": 133.122,
  "multiplicity": 1,
  "symbols": ["C", "C", "F", "C", "N", "O", "O", "H", "H", "H", "H", "H", "H", "C", "C", "H", "H"],
  "xyz": [[-1.2140, -1.1662, -1.4133], [0.1455, -0.6959, -0.8083], [1.0073, -1.7471, -0.5922], [-0.0019, 0.0962, 0.4480], [-0.8371, 1.0630, 0.2744], [-1.3008, 1.6765, -0.6341], [-1.3617, 1.6092, 1.5363], [-1.9016, -0.3344, -1.5945], [-1.0338, -1.5624, -2.4369], [-1.5459, -1.7938, -0.6439], [0.7371, -0.1715, -1.5176], [-0.1004, -0.3241, 1.4897], [-2.2557, 1.8145, 1.2913], [2.5313, -0.0324, 1.5441], [2.3235, 0.7322, 0.6194], [2.8032, -0.5447, 2.5435], [2.0049, 1.3811, -0.1058]],
  "forces_ev_per_angstrom": [[1.88, 1.38, -1.03], [0.36, 0.00, -0.98], [-0.28, -1.29, 0.61], [-2.92, -1.13, 0.91], [-0.70, 0.66, 4.17], [-0.21, 0.93, -3.46], [1.72, -0.98, 0.58], [0.25, -0.03, 0.48], [-0.10, -0.48, 1.04], [-1.16, -1.54, 0.41], [-0.08, 1.32, -0.92], [0.65, 0.44, -1.59], [-0.82, 0.33, -0.45], [1.07, 0.62, 1.11], [1.20, -2.31, 3.12], [-0.69, 0.95, -2.58], [-0.17, 1.13, -1.42]],
  "nbo_charge": [-0.6461, 0.1734, -0.3584, -0.0791, 0.3611, -0.4732, -0.5962, 0.2425, 0.2287, 0.2139, 0.1749, 0.2580, 0.4716, -0.2267, -0.2386, 0.2656, 0.2286]
}

---

Record 5
{
  "formula": "C5H8FNS",
  "method": "ωB97M-V/def2-TZVPD",
  "homo_lumo_gap_ha": 0.3269,
  "mol_weight_da": 133.191,
  "multiplicity": 1,
  "symbols": ["C", "C", "C", "C", "C", "H", "H", "H", "H", "H", "H", "H", "H", "N", "F", "S"],
  "xyz": [[-0.2179, -0.6071, -0.0908], [-0.8797, 0.3497, 0.9086], [-0.2995, 1.7995, 0.6225], [0.3483, 0.1696, -1.2673], [1.3162, -0.3899, -0.3099], [-1.4545, -2.2221, 0.5967], [0.4402, -2.6097, -0.5750], [-0.5682, 0.1028, 1.8766], [-1.9999, 0.3551, 0.8639], [-0.8695, 2.7502, 0.8070], [0.8602, 1.8582, 0.9744], [0.4301, -0.1512, -2.3903], [1.8828, 0.0021, 0.5678], [-0.7621, -1.8772, -0.4396], [1.9586, -1.4275, -0.9300], [-0.1850, 1.8975, -1.2147]],
  "forces_ev_per_angstrom": [[0.87, 0.58, -1.64], [-0.24, 1.53, -1.26], [2.00, 0.06, -0.87], [-0.51, 1.81, -2.10], [-0.48, 0.01, 1.30], [3.25, 0.75, -3.91], [-4.77, 2.10, 0.89], [0.21, -0.58, 1.68], [0.99, -0.18, -0.25], [0.44, -1.31, 0.83], [-3.05, 0.14, -0.35], [-0.25, 0.02, 2.54], [-0.17, 0.08, -1.30], [0.95, -3.81, 3.52], [0.36, -0.69, 0.57], [0.41, -0.50, 0.36]],
  "nbo_charge": [0.0423, -0.4237, -0.5301, -0.4101, 0.1425, 0.3550, 0.3778, 0.2160, 0.2321, 0.2486, 0.2114, 0.2776, 0.1936, -0.7969, -0.3405, 0.2044]
}

---

Record 6
{
  "formula": "C5H8GaMgO5",
  "method": "ωB97M-V/def2-TZVPD",
  "homo_lumo_gap_ha": [0.2227, 0.1311],
  "total_charge": 2,
  "mol_weight_da": 242.142,
  "multiplicity": 2,
  "s2": 0.7542,
  "symbols": ["C", "O", "O", "Ga", "O", "C", "C", "O", "C", "C", "O", "Mg", "H", "H", "H", "H", "H", "H", "H", "H"],
  "xyz": [[1.7244, -1.0569, 0.4077], [2.7085, -1.7540, 0.7157], [1.7427, 0.1220, -0.0244], [3.6685, -2.7016, -0.0685], [0.3768, -0.6671, 1.7634], [-0.6058, -1.6686, 1.8642], [-1.1076, -1.8492, 0.4442], [-1.4975, -0.6224, 0.0678], [-2.2070, -0.2823, -1.1394], [-2.3658, 1.2383, -1.0589], [-1.1731, 1.8530, -0.7195], [-0.0239, 0.9898, 0.5323], [-1.4556, -1.5108, 2.5507], [-0.1379, -2.6278, 2.1564], [-1.8572, -2.6392, 0.2994], [0.4434, -1.9305, -0.1341], [-3.1546, -0.8364, -1.1521], [-1.5629, -0.5712, -1.9823], [-3.1699, 1.4574, -0.3270], [-2.7410, 1.5668, -2.0474]],
  "forces_ev_per_angstrom": [[-1.48, 4.17, 1.07], [-9.18, 7.09, 6.22], [-0.67, -2.07, -0.35], [8.94, -8.54, -6.65], [-0.13, 0.12, 0.18], [1.93, -1.43, -1.16], [0.45, 0.43, 1.47], [0.46, 0.97, -0.51], [0.18, -0.82, 0.14], [0.25, -0.87, -1.58], [-1.82, 0.51, -0.45], [1.49, -1.84, 1.31], [0.28, 0.50, -0.22], [-0.20, 0.38, 0.23], [0.70, -0.23, -0.89], [-1.27, 0.04, 0.69], [0.12, 0.38, -0.23], [-0.36, 0.14, 0.02], [0.24, 0.53, 0.24], [0.08, 0.54, 0.46]],
  "lowdin_charge": [-0.4282, -0.1406, 0.0156, 0.7924, -0.2128, -0.2011, -0.0356, -0.1739, -0.0626, -0.1431, 0.0553, 1.0875, 0.1722, 0.1560, 0.1768, 0.2282, 0.1673, 0.1643, 0.2036, 0.1786]
}